Formula: C19H21N3O4S
Source: the OMol25 dataset
Level of theory: the ωB97M-V functional and the def2-TZVPD basis

The geometry in XYZ format:
```
48
C19H21N3O4S | the OMol25 dataset | the ωB97M-V functional and the def2-TZVPD basis
C 2.1336 1.7077 -3.4685
H 2.9063 1.5185 -4.2116
O 0.9852 1.0294 -3.9172
C -0.1034 1.0746 -3.0305
C -0.8046 2.4406 -2.9581
N -0.1503 3.3308 -2.0134
S -0.7237 3.2456 -0.4256
O -0.4787 4.5335 0.1562
O -2.0683 2.7399 -0.4211
C 0.3480 2.0076 0.2930
C -0.2515 0.8302 0.6910
C 0.5183 -0.2036 1.2166
C 1.8901 0.0009 1.3570
C 2.4721 1.1914 0.9668
C 1.7146 2.2241 0.4185
C 2.3386 3.5084 -0.0108
H 2.3110 3.5933 -1.0958
H 3.3714 3.5667 0.3232
H 1.7729 4.3452 0.3921
H 3.5368 1.3283 1.0873
H 2.4921 -0.7885 1.7792
C -0.0901 -1.4632 1.6687
N 0.3396 -1.9089 2.8072
N -0.1666 -3.0055 3.3488
C -1.1954 -3.7639 2.8218
O -1.6248 -4.7277 3.4291
C -1.6615 -3.3094 1.5106
C -2.6479 -4.0406 0.8464
C -3.0604 -3.6595 -0.4094
C -2.4730 -2.5569 -1.0277
C -1.5033 -1.8220 -0.3845
C -1.0979 -2.1673 0.9112
H -1.0424 -0.9852 -0.8852
H -2.7795 -2.2781 -2.0251
H -3.8255 -4.2203 -0.9243
H -3.0598 -4.9050 1.3445
C 0.3927 -3.3918 4.6250
H 0.9246 -4.3392 4.5270
H -0.4119 -3.5248 5.3483
H 1.0727 -2.6075 4.9453
H -1.3241 0.7552 0.6049
H -0.1627 4.2997 -2.2947
H -1.8430 2.2842 -2.6437
H -0.7956 2.8889 -3.9530
H 0.2150 0.7797 -2.0202
H -0.8088 0.3357 -3.4187
H 2.4592 1.3239 -2.4936
H 1.9596 2.7849 -3.3870
```

SMILES   COCCNS(=O)(=O)c1cc(-c2nn(C)c(=O)c3ccccc23)ccc1C
LUMO   0.07 eV
E_tot   -43538.759 eV
HOMO energy   -8.52 eV
HOMO-LUMO gap   8.591 eV

Formula: C19H21N4O5S2
Source: the OMol25 dataset
Level of theory: the ωB97M-V functional and the def2-TZVPD basis

The geometry in XYZ format:
```
51
C19H21N4O5S2 | the OMol25 dataset | the ωB97M-V functional and the def2-TZVPD basis
O -3.5262 1.6944 -0.4853
C -3.5422 0.5260 -0.1572
C -4.6151 -0.4072 -0.6867
C -4.6490 -0.4626 -2.2085
S -3.7439 -1.8381 -2.9164
O -4.2793 -1.9676 -4.2541
O -2.3391 -1.5178 -2.8073
N -4.2357 -3.0789 -2.0374
S -3.2808 -3.8016 -0.9940
O -2.1370 -4.4735 -1.5520
O -3.0709 -3.0378 0.2274
N -2.6119 0.0235 0.7779
C -1.2534 -0.1511 0.3622
C -0.7158 0.4699 -0.7577
C 0.6116 0.2475 -1.1001
C 1.4164 -0.5835 -0.3353
C 0.8853 -1.1848 0.8016
C -0.4395 -0.9664 1.1448
H -4.5599 -1.3981 -0.2542
H -5.5527 0.0416 -0.3445
H -4.3028 0.4725 -2.6447
H -5.6733 -0.6133 -2.5476
H -4.1478 -4.7737 -0.6474
H -2.9455 -0.8906 1.0716
H -1.3074 1.1156 -1.3901
H 1.0105 0.7274 -1.9821
H 2.4426 -0.7613 -0.6297
H 1.4802 -1.8254 1.4370
H -0.8537 -1.4400 2.0255
N 3.3939 -2.2087 3.0554
C 3.9899 -1.0250 2.9425
C 5.3656 -0.8522 2.9950
C 6.1637 -1.9697 3.1773
C 5.5559 -3.2095 3.2959
C 4.1721 -3.2739 3.2257
H 3.3283 -0.1775 2.7980
H 5.7956 0.1347 2.8923
H 7.2415 -1.8769 3.2228
H 6.1390 -4.1096 3.4361
H 3.6583 -4.2257 3.3065
N 1.7242 3.3673 -1.1804
C 0.9615 3.6540 -0.1299
C 0.3209 4.8736 0.0380
C 0.4879 5.8455 -0.9345
C 1.2814 5.5590 -2.0346
C 1.8721 4.3063 -2.1105
H 0.8529 2.8615 0.6029
H -0.2965 5.0494 0.9080
H 0.0028 6.8090 -0.8405
H 1.4348 6.2858 -2.8211
H 2.4905 4.0375 -2.9606
```

LUMO   2.43 eV
Charge   -1
E_tot   -57913.076 eV
HOMO energy   -5.41 eV
HOMO-LUMO gap   7.839 eV

Formula: C19H21N5O
Source: the OMol25 dataset
Level of theory: the ωB97M-V functional and the def2-TZVPD basis

The geometry in XYZ format:
```
46
C19H21N5O | the OMol25 dataset | the ωB97M-V functional and the def2-TZVPD basis
N 1.0281 -1.1955 1.4318
N 1.6818 -0.3670 0.6417
O 0.4502 -3.7360 2.7973
C -0.2099 -1.4192 0.9614
C 0.9050 -0.0814 -0.3289
C -3.4926 -0.3387 -2.9500
C -3.2425 -3.7377 3.3370
C -3.5930 -2.5534 2.5928
C -2.9641 -1.6068 -2.5777
C -2.9608 0.8099 -2.3263
C -1.8637 -4.0444 3.2912
C -2.6481 -1.7747 1.9744
C -1.8493 -1.7265 -1.6958
C -1.9292 0.6889 -1.4384
C -0.8452 -3.2273 2.7093
C -1.2409 -2.1205 1.9442
C -1.3639 -0.6019 -1.0988
N -0.3204 -0.6707 -0.2396
N 1.1140 0.8325 -1.3543
N 2.2063 1.7787 -1.4586
C 3.6037 1.5308 -1.3085
C 1.8840 3.1915 -1.3413
C 4.0881 2.0767 0.0572
C 2.1286 3.5090 0.0971
C 3.6237 3.4750 0.4024
H 1.0780 -2.9982 2.6123
H -4.2833 -0.1158 -3.7312
H -4.0999 -4.1666 3.8265
H -4.5870 -2.3671 2.3375
H -3.4379 -2.4322 -2.9348
H -3.4477 1.7475 -2.5230
H -1.5180 -4.8620 3.8513
H -2.9536 -0.9498 1.2827
H -1.5136 -2.6554 -1.4595
H -1.4886 1.5306 -0.9484
H 0.6094 0.5579 -2.1985
H 4.0651 1.9663 -2.1818
H 3.6924 0.4061 -1.4400
H 2.5097 3.6516 -2.1097
H 0.8352 3.4597 -1.5825
H 3.7022 1.4713 0.8043
H 5.1508 2.0255 -0.0349
H 1.6683 4.4406 0.3129
H 1.5655 2.7584 0.7138
H 4.2272 4.2160 -0.1034
H 4.0357 3.6246 1.3868
```

SMILES   Oc1ccccc1-c1nnc(NN2CCCCC2)n1-c1ccccc1
LUMO   0.53 eV
E_tot   -29538.025 eV
HOMO energy   -7.78 eV
HOMO-LUMO gap   8.305 eV

Formula: C19H21N5OS
Source: the OMol25 dataset
Level of theory: the ωB97M-V functional and the def2-TZVPD basis

The geometry in XYZ format:
```
47
C19H21N5OS | the OMol25 dataset | the ωB97M-V functional and the def2-TZVPD basis
C -1.9911 -1.9604 -8.1680
C -1.9286 -1.5331 -6.7330
C -2.8411 -0.6248 -6.2134
C -2.7797 -0.2112 -4.8955
C -1.7868 -0.7111 -4.0606
C -0.8652 -1.6221 -4.5718
C -0.9383 -2.0243 -5.8900
H -0.2170 -2.7334 -6.2705
H -0.0922 -2.0184 -3.9277
N -1.6577 -0.3404 -2.7162
C -2.4684 0.4485 -1.9695
O -3.4489 1.0308 -2.3736
C -1.9918 0.6104 -0.5210
C -3.0805 1.2007 0.3558
H -2.6835 1.4344 1.3402
H -3.9064 0.4998 0.4533
H -3.4557 2.1106 -0.1064
H -1.1085 1.2564 -0.5137
S -1.4134 -1.0054 0.1570
C -0.4016 -0.4136 1.4334
N 0.1714 -1.2081 2.3135
N 0.8472 -0.3561 3.1044
C 0.6624 0.9079 2.6740
N -0.1182 0.9001 1.6159
C 1.2663 2.1209 3.3052
N 2.6618 1.9684 3.6332
C 3.1191 1.1375 4.6395
C 2.3120 0.7110 5.6971
C 2.8391 -0.0724 6.7083
C 4.1690 -0.4523 6.6903
C 4.9779 -0.0323 5.6460
C 4.4622 0.7488 4.6330
H 5.0981 1.0732 3.8210
H 6.0184 -0.3199 5.6184
H 4.5717 -1.0671 7.4799
H 2.1968 -0.3896 7.5168
H 1.2723 0.9984 5.7460
H 3.2860 2.0355 2.8425
H 1.1553 2.9519 2.6056
H 0.7084 2.3743 4.2132
H 1.3952 -0.6928 3.8832
H -0.8972 -0.7967 -2.2270
H -3.4989 0.4907 -4.5092
H -3.6199 -0.2306 -6.8501
H -1.2919 -1.3730 -8.7642
H -2.9888 -1.8122 -8.5737
H -1.7197 -3.0089 -8.2715
```

SMILES   Cc1ccc(NC(=O)[C@@H](C)Sc2n[nH]c(CNc3ccccc3)n2)cc1
LUMO   0.60 eV
E_tot   -40378.070 eV
HOMO energy   -8.21 eV
HOMO-LUMO gap   8.809 eV

Formula: C19H21N6O3
Source: the OMol25 dataset
Level of theory: the ωB97M-V functional and the def2-TZVPD basis

The geometry in XYZ format:
```
49
C19H21N6O3 | the OMol25 dataset | the ωB97M-V functional and the def2-TZVPD basis
C -3.1870 -2.5790 -2.2336
N -1.7493 -2.6078 -2.3077
C -1.2593 -3.5213 -3.2436
O -2.0136 -4.2643 -3.8722
N 0.1201 -3.5496 -3.4428
C 0.5503 -4.4812 -4.4530
C 1.0063 -2.6480 -2.8242
O 2.1909 -2.6047 -3.1905
C 0.4933 -1.7865 -1.7833
C 1.5576 -0.7393 -1.3871
C 1.0410 0.1070 -0.1632
C 0.2705 -0.3938 0.8976
C -0.2166 0.4893 1.8721
C 0.2171 1.8360 1.8744
N -0.2972 2.7274 2.7814
C -1.0426 2.2906 3.9266
C -1.9608 1.1082 3.6002
C -1.1778 -0.0052 2.8932
C 0.2507 4.0478 2.9231
C 0.6205 4.6552 1.5670
C 1.5337 3.7065 0.7984
C 1.0978 2.2813 0.8599
C 1.5644 1.3764 -0.0848
C -0.9512 -1.6722 -1.6008
O -1.5942 -0.8194 -0.9294
H -3.5080 -1.8721 -1.4699
H -3.5812 -2.2912 -3.2147
H -3.5178 -3.5962 -2.0147
H 1.6295 -4.4669 -4.5649
H 0.1933 -5.4631 -4.1508
H 0.0537 -4.2366 -5.3923
H 1.7982 -0.1474 -2.3000
H 0.0424 -1.4532 1.0160
H -0.3356 1.9800 4.7220
H -1.6476 3.1330 4.3122
H -2.4131 0.7229 4.5262
H -2.7869 1.4614 2.9598
H -1.8845 -0.6877 2.4125
H -0.6541 -0.5919 3.6634
H -0.4856 4.6939 3.4345
H 1.1616 3.9951 3.5548
H -0.3009 4.8382 0.9936
H 1.1162 5.6232 1.7161
H 1.5834 4.0131 -0.2520
H 2.5520 3.8045 1.2034
H 2.3524 1.6796 -0.7980
N 2.6979 -1.5327 -0.6915
N 3.8632 -1.3486 -0.9650
N 5.0067 -1.2108 -1.1783
```

LUMO   2.72 eV
Charge   -1
E_tot   -35128.220 eV
HOMO energy   -4.29 eV
HOMO-LUMO gap   7.007 eV

Formula: C19H22BF24NO7S
Source: the OMol25 dataset
Level of theory: the ωB97M-V functional and the def2-TZVPD basis

The geometry in XYZ format:
```
75
C19H22BF24NO7S | the OMol25 dataset | the ωB97M-V functional and the def2-TZVPD basis
N 2.1740 -4.1963 2.1496
B 1.2435 -4.2017 0.9464
O 1.8440 -4.7056 -0.3380
C -0.3129 -3.6722 0.9100
C -1.3812 -4.9278 0.7752
C -2.9574 -4.3707 0.7296
S -3.0885 -2.5146 0.9778
O -4.4583 -2.1964 1.6863
O -3.1445 -1.8007 -0.4092
O -1.8040 -1.8144 1.8530
C -0.7794 -2.8080 2.2313
H 2.0705 -3.2689 2.6165
H 3.1740 -4.1883 1.7852
H 1.1590 -4.7041 -1.0691
H -0.4094 -2.9510 -0.0137
H -1.2827 -5.5373 1.7967
H -1.1397 -5.6579 -0.1100
H -3.6086 -4.8684 1.5973
H -3.4507 -4.7464 -0.2860
H 0.1032 -2.3584 2.8547
H -1.3334 -3.5852 2.9479
C 4.5203 -2.8933 -4.6468
C 6.0152 -2.5767 -4.5005
C 6.9485 -3.7740 -4.6679
F 6.7167 -4.7450 -3.7593
F 8.2445 -3.3956 -4.4993
F 6.2239 -1.9460 -3.3134
F 6.3307 -1.6546 -5.4651
O 3.7949 -3.1064 -3.4314
C 3.8906 -4.4209 -2.8858
C 4.6320 -4.4612 -1.5435
F 5.8835 -3.9444 -1.6395
F 4.7744 -5.7385 -1.1006
F 4.4297 -5.2474 -3.8148
F 2.6088 -4.8441 -2.7129
H 4.0557 -2.0003 -5.0830
H 4.3288 -3.6854 -5.3807
H 6.8598 -4.2041 -5.6692
H 4.0921 -3.8910 -0.7817
C -3.1968 1.9581 1.4564
C -2.9891 2.0900 2.9716
C -4.0375 1.3867 3.8311
F -5.2849 1.8561 3.6175
F -3.7784 1.5801 5.1527
F -2.8836 3.4072 3.2948
F -1.7657 1.5430 3.2622
O -3.8618 3.0484 0.8099
C -5.2862 3.0227 0.8799
C -5.8673 4.1729 1.7122
F -5.3755 4.1823 2.9774
F -7.2176 4.0638 1.8233
F -5.6861 1.8014 1.3105
F -5.7220 3.1231 -0.4054
H -2.1966 1.9495 1.0060
H -3.6302 0.9909 1.1747
H -4.0343 0.3083 3.6504
H -5.6365 5.1403 1.2564
C -0.5433 5.6725 1.4404
C 0.8038 4.9375 1.4058
C 1.9566 5.7300 0.7929
F 1.7253 6.0751 -0.4914
F 3.0967 4.9874 0.7887
F 0.6417 3.7369 0.7870
F 1.1362 4.6389 2.7022
O -1.4526 5.3812 0.3739
C -1.2306 6.1078 -0.8333
C -0.7890 5.2142 -1.9993
F 0.3376 4.5163 -1.7052
F -0.5076 5.9541 -3.1044
F -0.3673 7.1230 -0.5863
F -2.4194 6.6977 -1.1343
H -1.0645 5.3222 2.3399
H -0.4287 6.7520 1.5956
H 2.1584 6.6379 1.3677
H -1.5709 4.4939 -2.2573
```

SMILES   FC(F)C(F)(F)COC(F)(F)C(F)F.FC(F)C(F)(F)COC(F)(F)C(F)F.FC(F)C(F)(F)COC(F)(F)C(F)F.NB(O)[C@H]1CCS(=O)(=O)OC1
LUMO   -0.22 eV
E_tot   -112610.840 eV
HOMO energy   -10.69 eV
HOMO-LUMO gap   10.470 eV